Entry 1:
Below is a structure of composition C39H39N6OP2RuS in a non-equilibrium geometry, with properties calculated with the ωB97M-V functional and the def2-TZVPD basis.

Each line ends with the Löwdin spin population.
Atoms and positions in Å:
Ru -0.9643 -0.4638 0.1819  1.93
C -5.0866 -1.7060 0.1270  0.00
C -3.7909 -0.9784 0.0027  0.01
N -2.7637 -1.2344 0.7568  0.00
N -2.9248 -2.1132 1.7577  0.01
C -1.9676 -2.1522 2.6358  0.03
N -2.0879 -2.9412 3.7043  0.01
S -0.4930 -1.1910 2.5002  0.19
C -3.6106 0.1417 -0.9100  0.01
C -4.6554 0.6741 -1.6583  0.00
C -4.4408 1.8110 -2.4165  0.01
C -3.1880 2.4061 -2.3905  0.00
C -2.1907 1.8180 -1.6350  0.01
N -2.3795 0.7083 -0.9232  0.02
H -4.9301 -2.6479 0.6423  0.00
H -5.5069 -1.9027 -0.8597  0.00
H -5.8170 -1.1239 0.6934  0.00
H -2.9488 -3.4393 3.8637  0.00
H -1.3779 -2.9409 4.4138  0.00
H -5.6276 0.2041 -1.6301  0.00
H -5.2396 2.2317 -3.0120  0.00
H -2.9807 3.3064 -2.9514  0.00
H -1.2043 2.2495 -1.5895  0.00
O -1.0404 -1.3094 -2.4189  0.05
C -1.4745 -2.6698 -2.4639  0.05
C -0.6270 -3.4622 -1.5271  0.31
C -0.1346 -4.7386 -1.8956  0.01
C 0.7818 -5.3660 -1.1261  0.22
C 1.3174 -4.6832 0.0884  0.12
C 0.3797 -3.6030 0.5222  0.23
N -0.4254 -2.9630 -0.2750  0.06
H -1.4390 -0.8303 -3.1537  0.00
H -1.3761 -3.0732 -3.4724  0.00
H -2.5312 -2.7326 -2.1682  0.02
H -0.4992 -5.1940 -2.8080  0.00
H 1.1822 -6.3323 -1.4055  0.01
H 1.4783 -5.3894 0.9070  0.02
H 0.4132 -3.2936 1.5545  0.01
C 3.1501 1.8800 0.2847  0.01
N 1.7576 1.4232 0.3014  0.11
P 0.8374 1.2710 1.7283  0.35
C 1.7605 2.0602 3.0779  0.07
C 1.8881 3.4475 3.1658  0.02
C 2.5860 3.9947 4.2284  0.00
C 3.1332 3.1753 5.2085  0.00
C 2.9944 1.7983 5.1260  0.00
C 2.3070 1.2373 4.0605  0.01
C -0.5938 2.3639 1.4423  0.05
C -0.4755 3.5275 0.6805  0.01
C -1.5419 4.4072 0.5979  0.01
C -2.7379 4.1218 1.2465  0.01
C -2.8632 2.9645 2.0014  0.00
C -1.7921 2.0879 2.1087  0.02
P 1.1402 0.2414 -0.8087  0.05
C 1.6983 0.8843 -2.4170  0.00
C 3.0542 0.8036 -2.7454  0.00
C 3.5228 1.3838 -3.9118  0.00
C 2.6492 2.0441 -4.7662  0.00
C 1.2992 2.1082 -4.4580  0.00
C 0.8252 1.5266 -3.2916  0.00
C 2.1701 -1.2221 -0.6063  0.31
C 2.6176 -1.6657 0.6676  0.01
C 2.9803 -2.9541 0.8697  0.22
C 2.7585 -3.9895 -0.1921  0.11
C 2.7113 -3.3796 -1.5546  0.21
C 2.3330 -2.0946 -1.7235  0.02
H 3.2934 2.6478 1.0394  0.00
H 3.3724 2.3150 -0.6874  0.00
H 3.8574 1.0676 0.4721  0.00
H 1.4501 4.0927 2.4170  0.00
H 2.6949 5.0690 4.2959  0.00
H 3.6637 3.6143 6.0426  0.00
H 3.4116 1.1618 5.8945  0.00
H 2.1820 0.1627 3.9919  0.00
H 0.4510 3.7378 0.1583  0.00
H -1.4422 5.3198 0.0237  0.00
H -3.5713 4.8078 1.1690  0.00
H -3.7876 2.7514 2.5221  0.00
H -1.8640 1.2167 2.7472  0.00
H 3.7409 0.2749 -2.0973  0.00
H 4.5751 1.3182 -4.1542  0.00
H 3.0214 2.4948 -5.6761  0.00
H 0.6162 2.6105 -5.1303  0.00
H -0.2336 1.5618 -3.0730  0.00
H 2.6777 -0.9556 1.4869  0.00
H 3.3358 -3.2829 1.8386  0.01
H 3.5040 -4.7842 -0.1352  0.01
H 2.8805 -4.0224 -2.4075  0.01
H 2.1721 -1.7015 -2.7198  0.00

The expectation value of S² is 8.8395. As for the spin multiplicity: 6. The energy above the lowest of the compared OMol25 structures with the same formula, charge and spin comes out at 34.0 kcal per mole. The highest occupied orbital energy (spin up / spin down) is -11.723 / -13.208 eV. Its total charge is +2. The orbital gap (spin up / spin down) comes out at 6.10 / 5.98 eV.



Entry 2:
Below is a cluster of 12 separate species, C5H34NO12 in total in a non-equilibrium geometry, with properties calculated with the ωB97M-V functional and the def2-TZVPD basis.

Each line ends with the Mulliken charge.
Atoms and positions in Å:
C -0.0407 0.6624 2.9468  -0.73
O -1.3312 1.1724 2.7083  -0.49
C 0.7208 0.2971 1.6011  -0.56
C -0.0968 -0.3601 0.5595  0.85
C -0.8502 0.6524 -0.3775  -0.45
C -0.3411 2.5376 -1.9257  -0.13
N 0.0221 1.5125 -1.2770  0.43
H 0.6172 1.4675 3.3730  0.30
H -0.0615 -0.1666 3.6472  0.43
H -2.1311 0.5991 2.7762  0.33
H 1.6228 -0.2007 2.0353  0.25
H 1.1040 1.2744 1.3108  0.23
H 0.6728 -0.9623 -0.0216  0.14
H -0.9147 -0.9907 0.9643  -0.33
H -1.5505 0.0138 -1.0408  -0.20
H -1.3987 1.3250 0.2726  0.46
H 0.2914 3.1907 -2.6061  0.27
H -1.4207 2.6988 -1.8873  0.31
H 0.9678 1.1029 -1.2973  0.17
H -1.5946 -3.1321 -2.8481  0.30
H -1.5366 -1.6806 -3.5088  0.26
O -1.4130 -2.1765 -2.6959  -0.50
H -2.2281 3.7885 2.0041  0.30
H -1.3840 2.5289 1.9289  0.38
O -1.6535 3.3558 1.3665  -0.72
H -3.4590 -0.0507 -2.6751  0.26
H -3.6303 -0.1405 -1.0677  0.32
O -3.3068 0.3542 -1.8237  -0.58
H 3.8652 1.6619 -2.2289  0.29
H 3.6090 2.8253 -1.3125  0.31
O 3.2558 2.4030 -2.1241  -0.59
H -2.9058 -1.5039 1.6370  0.30
H -3.4908 -1.2074 3.2085  0.27
O -3.0070 -0.9533 2.4301  -0.63
H -1.9285 -2.7436 0.1083  0.26
H -1.9060 -3.8382 1.2072  0.31
O -2.3652 -3.0374 0.9145  -0.65
H 1.6177 3.6639 0.4477  0.22
H 0.1282 3.3020 0.7266  0.31
O 0.9154 3.0521 0.2186  -0.47
H 1.8869 -0.9501 -1.8851  0.10
H 3.1321 0.3059 -1.9825  0.16
O 2.2957 -0.1065 -2.1244  -0.59
H 1.6792 -3.0607 1.4678  0.26
H 0.6309 -2.9701 2.4984  0.31
O 0.7590 -3.3039 1.6038  -0.58
H 4.3908 -1.9330 0.1202  0.30
H 4.8418 -0.7593 0.9298  0.31
O 4.3106 -0.9660 0.1320  -0.60
H 0.5190 -3.4216 -3.2767  0.31
H 1.1116 -2.0941 -2.6560  0.37
O 0.9783 -3.0381 -2.5024  -0.57

The energy above the lowest of the compared OMol25 structures with the same formula, charge and spin comes out at 115.8 kcal per mole. The highest occupied orbital energy is -12.689 eV. Its total charge is +1. The orbital gap comes out at 10.05 eV.



Entry 3:
Below is a cluster of 3 separate species, C6H18BBrN3O3P in total, with properties calculated with the ωB97M-V functional and the def2-TZVPD basis.

Each line ends with the Mulliken charge.
Atoms and positions in Å:
N -0.5522 5.2165 -2.9480  -0.48
P -0.6955 3.9747 -1.7940  0.17
O -1.4873 2.8185 -2.6501  -0.53
B 1.0114 3.0981 -2.0661  0.25
Br 1.7693 2.3681 -0.4826  -0.18
H -0.7339 6.1387 -2.5814  0.27
H 0.2252 5.2135 -3.5928  0.21
H -2.1135 2.3429 -2.0663  0.39
H 1.5411 2.8502 -3.1003  -0.06
C -3.8906 0.2504 1.1876  -1.44
C -2.8758 1.1130 0.4779  0.95
O -3.2266 1.9755 -0.3227  -0.70
N -1.5741 0.9054 0.7705  0.12
C -0.9964 -0.0397 1.7063  -0.91
H -4.8787 0.5443 0.8474  0.31
H -3.7304 -0.8042 0.9633  0.38
H -3.8276 0.3843 2.2676  0.38
H -0.9400 1.5037 0.2567  -0.04
H -0.4346 0.4856 2.4801  0.27
H -0.3222 -0.7274 1.1982  0.26
H -1.7725 -0.6281 2.1840  0.35
C 2.8690 -2.8309 2.0193  -1.36
C 1.5863 -3.1278 1.2746  0.86
O 0.4956 -3.0510 1.8163  -0.65
N 1.6905 -3.4803 -0.0337  -0.17
C 2.8898 -3.6142 -0.8350  -0.82
H 2.6076 -2.5672 3.0392  0.30
H 3.5270 -3.7003 2.0324  0.41
H 3.4065 -2.0002 1.5606  0.35
H 0.8022 -3.6658 -0.4729  0.23
H 2.8712 -2.9297 -1.6845  0.28
H 2.9946 -4.6312 -1.2160  0.29
H 3.7645 -3.3854 -0.2353  0.31

As for the SMILES: CNC(C)=O.CNC(C)=O.NP(O)BBr. The highest occupied orbital energy is -8.500 eV. Its total charge is 0. The orbital gap comes out at 8.45 eV.



total charge of number 1 (C39H39N6OP2RuS)?
+2



Look up the total charge of the first one.
+2



What is the formula in the second record?
C5H34NO12